The following is a quantum chemistry calculation of a structure of composition C35H67BN6PdS4Sb, from OMol25.

Each line ends with the Löwdin charge.
Atoms and positions in Å:
H (-2.29789, 0.22922, -1.69271)  -0.007
H (-1.42024, 3.00725, -0.40487)  0.055
H (2.93904, 1.62865, -3.92187)  0.065
C (1.94345, 2.48573, -0.81551)  -0.139
Sb (0.07940, 1.40022, -2.92024)  1.581
H (3.87627, -0.23107, -1.95261)  0.021
H (-2.16429, 4.52663, 3.66197)  0.083
H (-3.65338, 2.23215, 1.12442)  0.028
C (-2.81991, 1.12443, -2.11709)  -0.154
S (-0.74736, -3.88587, 0.96621)  0.639
C (2.86135, -0.43022, 2.67110)  -0.083
C (-2.89738, 3.83065, 4.07280)  -0.065
B (0.38198, -0.87846, 1.91317)  -0.649
N (3.90061, -0.69819, 0.75510)  -0.008
S (-1.19230, -2.48101, -2.92234)  0.685
H (6.26206, 0.59112, 0.82756)  0.085
H (-0.12909, -0.99629, 0.85582)  0.000
H (-0.37691, 4.62807, -2.24713)  0.053
H (-2.60750, 3.56189, 5.09070)  0.084
H (-2.05831, 0.00830, -4.55241)  0.052
C (-0.93194, -5.79252, 5.34834)  -0.069
C (-0.59735, 2.29063, 3.65371)  -0.066
N (-0.48075, -4.01570, 3.70519)  -0.011
C (-3.08129, 2.60016, 3.18556)  -0.557
H (1.05464, 3.99664, -6.14607)  0.077
H (0.59843, 4.51359, -4.51834)  0.060
H (-0.50986, 3.17028, 4.25959)  0.101
H (1.25321, 0.33980, -5.48931)  0.064
C (-1.55818, -3.30259, -4.49472)  -0.435
H (-5.05608, 2.23887, 3.95106)  0.082
H (4.22475, -2.67912, -1.09484)  0.034
H (-1.97631, 1.54131, -5.44746)  0.052
C (-4.11896, 1.68875, 3.83681)  -0.056
N (1.91964, -0.73257, 1.70294)  0.071
H (-0.71932, -3.11844, -5.16572)  0.021
C (-0.43623, 2.58166, -0.20567)  -0.145
H (-2.80000, 3.76354, 1.38770)  0.079
H (-0.07992, 1.23693, -6.21395)  0.053
C (-0.10618, -3.18334, 4.75596)  -0.060
H (-2.95159, 1.80259, -1.27541)  0.047
H (-2.83350, -4.00727, -2.02493)  0.031
N (0.05852, -2.08156, 2.84684)  0.058
H (-3.81484, 0.79147, -2.44184)  0.085
H (-2.34092, 3.79299, -2.47162)  0.057
H (1.95545, 1.46013, -0.43685)  0.045
N (-1.78929, 1.86963, 3.07933)  -0.001
C (5.13466, -2.34117, -0.60289)  -0.049
C (6.32316, -0.43309, 0.45476)  -0.067
H (2.67124, 3.35128, -3.63854)  0.053
H (-0.55382, 3.63282, -5.52656)  0.052
H (-3.05526, -4.77755, 4.00896)  0.088
C (2.56952, -0.94876, 0.51197)  -0.671
H (-4.48934, 3.59416, 1.90635)  0.085
H (2.71773, 2.56602, -1.57851)  0.047
H (1.39058, 1.40877, 3.56218)  0.097
H (0.91846, -6.31436, 3.44409)  0.087
H (1.38258, 4.59194, -2.36421)  0.057
H (-2.04865, 3.77118, -4.21447)  0.050
C (0.34416, 1.39225, 3.31785)  -0.075
C (-0.11239, -6.37038, 3.08613)  -0.062
H (6.61414, -1.09567, 1.27220)  0.081
C (-2.44672, -5.46117, 3.41288)  -0.054
C (2.51446, 2.54154, -4.35261)  -0.152
S (1.89382, -1.47801, -0.94278)  0.653
C (0.49826, 3.70204, -5.24177)  -0.124
H (0.53489, -1.09454, 4.70573)  0.108
H (5.30082, -2.95276, 0.28694)  0.088
C (0.53379, 4.33415, -1.72515)  -0.117
H (-0.48063, -7.38766, 3.24030)  0.080
H (-1.66801, -4.37953, -4.35507)  0.025
H (-3.85609, 4.34808, 4.12245)  0.085
H (5.98077, -2.47331, -1.28191)  0.084
H (0.61321, 4.95527, -0.82067)  0.080
C (-0.99181, -5.39965, 3.87199)  -0.566
C (-3.53407, 3.07275, 1.80613)  -0.052
C (0.55019, 2.86004, -1.33068)  -0.694
C (-2.72418, -2.92205, -2.07720)  -0.426
S (-2.67049, -0.16960, 1.44701)  0.674
C (-2.07304, 1.78554, -3.27704)  -0.695
N (-0.24249, 0.41039, 2.54287)  0.049
C (4.07577, -0.41083, 2.10445)  -0.060
H (0.08493, -5.74592, 5.74222)  0.082
H (-0.55527, 1.48384, -0.06170)  0.026
C (5.01882, -0.86962, -0.21150)  -0.558
H (-3.77424, 1.37587, 4.82501)  0.087
H (-2.52977, -5.17960, 2.36447)  0.029
H (-4.29204, 0.80176, 3.22979)  0.025
H (-0.06175, 3.00699, 0.73807)  0.084
C (-1.56138, 0.71871, 2.36374)  -0.699
H (7.10977, -0.47060, -0.29894)  0.084
Pd (-0.68304, -0.46158, -0.92239)  -0.090
H (-3.49779, 1.02979, -4.70912)  0.079
H (-1.58418, -5.17308, 5.96616)  0.081
H (-2.66103, -2.53571, -1.05960)  -0.010
H (-2.46611, -2.90108, -4.95017)  0.025
H (-2.82683, -6.47698, 3.54728)  0.082
H (5.64485, -0.09136, -2.10710)  0.083
C (-0.38968, -3.32335, 2.51586)  -0.692
H (5.02937, -0.20055, 2.54699)  0.100
C (-2.52705, 3.23730, -3.39212)  -0.118
H (-3.61202, 3.26833, -3.57258)  0.082
C (1.03992, 2.37885, -4.71813)  -0.709
H (-0.10447, -3.48932, 5.78308)  0.098
H (1.58500, 1.61624, -6.67048)  0.075
C (0.93738, 1.33061, -5.82798)  -0.161
C (-2.40709, 1.04595, -4.57299)  -0.144
H (4.73791, 1.07364, -1.12237)  0.082
H (2.61481, -0.29845, 3.70979)  0.103
C (0.22916, -2.00227, 4.21510)  -0.067
H (-3.58487, -2.48377, -2.58569)  0.033
H (2.21751, 3.15743, 0.01205)  0.086
H (-0.12478, -6.13510, 2.02376)  0.018
H (3.09732, 2.78337, -5.25435)  0.078
C (4.79552, 0.02645, -1.43024)  -0.063
H (-1.27576, -6.82398, 5.43056)  0.083

Values from the calculation:
Max |F| in eV Å⁻¹: 0.70
HOMO-LUMO gap in eV: 5.52
Charge: -1
Energy above the lowest of the compared OMol25 structures with the same formula, charge and spin in kcal/mol: 37.1